[1]
C24H21F5N9O2Pb as an isolated structure, computed with wB97M-V/def2-TZVPD.

ORCA input file:
```
! RIJCOSX wB97M-V def2-TZVPD def2/J DEFGRID3
* xyz 3 1
H 3.95156 3.87024 -0.99479
H -5.08680 -1.14502 1.84666
H -3.88188 -1.72633 6.22862
C 3.27831 -0.00858 -1.70456
N 2.94147 2.09063 -1.38435
H 3.71760 2.66258 4.56842
C -1.61439 0.02992 4.39816
C 3.19152 3.22790 0.86610
C -2.37357 -1.17671 0.23799
N 2.21687 0.29839 -2.46666
F 2.10143 -3.02889 -4.14846
C -1.47027 -1.33462 -5.23499
C 3.65792 2.79883 3.52618
H -4.84975 0.66326 1.72136
C 3.04846 3.36996 -0.64181
H -1.83452 -1.88037 0.92728
C -0.96083 -0.80286 -6.56355
N 3.74134 0.99755 -0.98617
C 1.63413 1.52996 3.81948
H -1.00174 0.30842 -6.55327
C -2.32184 0.20163 3.25804
C 2.21337 2.51109 1.58474
H -2.91775 -2.59148 -6.13486
N -3.48374 -0.42150 0.59215
H -5.06615 -1.70576 4.10536
C 2.50980 2.31103 2.91283
H -1.82983 0.82570 2.49496
C -2.99584 0.05014 -1.42570
H 5.07103 4.41349 0.89788
Pb 0.17521 -1.45218 -2.23947
H -2.69880 -2.60393 -4.37524
H 0.05612 -1.06635 -6.66720
N -2.48823 -2.19616 -5.27684
H 5.59176 3.67465 3.20750
C 4.59924 3.53231 2.80577
C -3.43754 -1.18923 5.38164
C -4.08412 -1.17801 4.19613
H 2.15366 3.96628 -0.93193
C -3.53725 -0.46074 3.11200
N 0.60335 0.46804 5.45459
C -4.31019 -0.32107 1.83203
H -1.54220 -0.83001 6.40118
C 1.28436 -4.02991 -3.65752
H 1.26900 2.19952 -2.77815
C 0.84970 -3.73959 -2.21410
C -2.16489 -0.65938 5.48835
H -1.48359 -1.30885 -7.35340
H 3.70499 -1.01491 -1.73301
H 1.34069 2.01133 1.12727
F 1.91856 -5.16816 -3.72524
F 0.25112 -4.03470 -4.49664
F -0.06712 -4.66171 -1.87190
O -1.10092 -0.82810 -4.12490
O 0.33394 1.21545 3.33093
H -2.93120 0.53638 -2.40533
N -2.00143 -0.81479 -0.99694
C -0.22066 0.52738 4.47711
C 2.06374 1.64263 -2.29226
C 4.36403 3.77354 1.43864
N -3.84811 0.36668 -0.48309
N 1.82659 1.14652 5.06018
F 1.94427 -3.84159 -1.43718
*
```

The calculated total energy is -61539.58927 eV. As for the largest force on an atom: 3.9 eV Å⁻¹.

Here are the Mulliken charges for atoms 1 to 5, given in e: 0.428, 0.394, 0.413, -0.250, 0.515

---

[2]
C24H21IrN4O2S as an isolated structure, computed with wB97M-V/def2-TZVPD.

ORCA input file:
```
! RIJCOSX wB97M-V def2-TZVPD def2/J DEFGRID3
* xyz 0 1
H 0.38127 -1.05005 5.21439
Ir -0.25321 0.30533 0.14873
H 0.02632 2.60936 2.45670
C 0.03833 2.81755 -0.81461
S 0.09880 1.53047 -1.97028
H -4.14245 1.01118 0.10556
C -2.43776 -0.50792 -2.38004
H -3.54236 0.43891 2.13549
H -3.18746 -3.70765 -3.19456
C -3.21331 -2.76767 -2.65925
C -3.18279 0.87948 -0.40345
H 1.66286 -5.62409 -3.18972
C 0.08040 -3.56565 -1.02387
N -0.13032 4.10724 -1.07108
C 0.07988 -2.15399 -0.57415
H 1.67660 -0.59408 2.87782
H -4.68114 -1.31343 0.01811
O 0.99103 -1.35489 -0.91410
C -0.85986 -5.77267 -0.93273
C -0.84670 -4.45819 -0.49643
C -1.47413 0.02980 2.73912
H 0.24612 6.98596 0.31804
C -4.04787 -1.42069 -0.85644
H 1.69838 -3.27023 -2.38361
N -0.21754 -0.01067 2.17172
H -4.66711 -3.43765 -1.22820
C -0.20766 4.91811 -0.02012
H -1.44377 6.65457 -0.04408
H 0.02876 -7.21629 -2.24628
H -1.57577 -6.47232 -0.52147
C -0.05786 -0.69592 4.29692
C 0.62856 -0.46608 3.09516
C -3.23791 -0.36305 -1.25377
C -0.13439 4.43720 1.29387
H -0.19700 5.10544 2.13947
N 0.10283 2.27998 0.42186
O -0.87845 -1.72009 0.14169
C -2.42243 -1.70764 -3.07625
N -2.15606 0.73642 0.62909
H -1.81759 0.31947 -2.70856
C -0.41794 6.37503 -0.29295
C 0.96289 -5.29596 -2.43282
C -1.39582 -0.38749 4.07295
C 0.04231 -6.18989 -1.90297
H -1.54947 -4.10669 0.24692
C -2.49547 0.43081 1.84799
H -0.24552 6.58317 -1.34529
H -2.20810 -0.44285 4.77813
H -2.97717 1.77207 -0.99344
C -4.03817 -2.61859 -1.55259
H -1.78474 -1.81434 -3.94389
C 0.98667 -3.98336 -1.99082
C -0.00523 3.07922 1.48167
*
```

The calculated total energy is -48959.98169 eV. As for the largest force on an atom: 1.0 eV Å⁻¹.

Here are the Mulliken charges for atoms 1 to 5, given in e: 0.444, 1.215, 0.448, 0.390, -0.488

---

[3]
C24H22AgCl2FNS as an isolated structure, computed with wB97M-V/def2-TZVPD.

ORCA input file:
```
! RIJCOSX wB97M-V def2-TZVPD def2/J DEFGRID3
* xyz -1 1
H -0.73703 -1.86159 4.70111
H 1.14037 3.03921 1.56691
C -0.34263 -1.27039 3.88571
H -1.18733 -3.42709 -4.18289
C 0.67647 0.27111 1.77621
H 2.56117 1.14101 5.16461
C -1.04673 1.16141 -2.80499
C 1.99557 2.77721 2.18571
C 1.55127 2.00431 3.43021
H 1.04537 0.82911 0.93241
H 0.41767 0.26461 5.14201
C -2.27073 -4.77279 -2.95879
H 3.34607 2.57831 4.50571
H -0.61953 0.90751 -4.89999
C -0.90573 -2.89889 -2.11989
H -2.40183 -4.71829 0.40661
C 2.80817 1.66841 4.24731
H -3.27433 -6.00289 -1.50289
H -2.66813 -5.32919 -3.80259
C -1.43913 -3.68799 -3.15959
H 1.12187 3.85371 4.47451
C -2.61693 -5.15859 -1.66769
H 2.49167 3.69811 2.48741
F -3.45213 4.31691 -4.19209
Cl 4.60337 0.55561 -4.09609
H -0.26343 3.15501 3.63241
C -2.65863 3.28881 -3.73779
C -1.95063 2.53121 -4.64549
Cl 2.22397 -0.79679 -2.91359
H -1.76233 1.80171 -0.87909
H -3.15433 3.64941 -1.69329
C 0.61467 2.92211 4.23021
H -2.02353 2.75001 -5.70419
C -1.79553 1.98681 -1.94739
H 3.46727 1.03421 3.65831
C 4.01097 -0.93019 -3.36729
C -1.16713 1.49241 -4.16729
Ag -0.23393 -0.80119 -2.21219
C 0.83067 0.70741 3.08171
S -1.29563 -3.10289 1.96621
C 0.01107 -0.92419 1.50751
C -0.88813 -2.55879 0.30921
C -2.12633 -4.44099 -0.60619
H 4.57857 -1.12009 -2.46009
C -2.58803 3.03681 -2.38489
C -0.49713 -1.68969 2.58021
H 0.28447 2.45981 5.15631
N -0.22023 -1.44909 0.27661
H 2.69687 2.19451 1.59261
H 4.10597 -1.73429 -4.09219
C -1.31023 -3.32379 -0.81969
C 0.31397 -0.07709 4.12051
*
```

The calculated total energy is -69332.35457 eV. As for the largest force on an atom: 2.1 eV Å⁻¹.

Here are the Mulliken charges for atoms 1 to 5, given in e: 0.368, 0.443, -1.301, 0.336, 0.164

---

[4]
A 3-piece molecular cluster, C24H22Br2NO14S2 overall, computed with wB97M-V/def2-TZVPD.

ORCA input file:
```
! RIJCOSX wB97M-V def2-TZVPD def2/J DEFGRID3
* xyz 1 1
H 4.37669 -1.84103 -4.58155
H 2.19839 -0.41762 -3.54892
C -1.76868 -2.50411 -2.06941
C 1.50528 -0.89219 -4.21017
O -0.09574 5.50719 4.10457
H -1.51950 0.36481 2.31468
C -0.20464 0.38531 6.37082
H -0.35753 2.19741 5.18022
H 0.20460 -1.00628 8.10896
C 0.46228 -1.62745 -2.08820
O -0.07376 -1.70900 7.48670
O -2.97149 -4.28366 -1.28042
S -3.70376 -2.74124 1.19445
H 2.71575 5.78504 -0.89748
H 3.41766 -2.36060 -3.18730
H -3.00552 -2.92329 -5.15254
O 0.14391 0.09410 0.23553
C 2.27017 -1.98880 -4.96026
Br 2.67481 -1.43688 -6.75281
N 0.36050 -1.43056 -3.43434
H 1.15676 -0.14365 -4.88662
O 1.69937 7.17779 0.09963
C -0.80930 -1.77138 5.26464
C 1.21622 4.09252 2.70164
S 1.39760 -0.58084 0.28640
O -4.37331 -0.86843 -5.06542
C 3.53540 -2.42151 -4.25596
O 1.04289 3.21592 3.53337
C 1.50177 6.30412 0.92240
C -0.92108 0.47195 4.07264
C 1.97072 3.91798 1.48050
O -3.33593 -2.24184 -0.40172
C -1.90333 -2.30448 -3.43546
C -3.17483 -2.65915 -4.13092
O -1.52617 -1.54155 3.03597
O -4.65882 -1.23580 -2.89192
H -0.03042 4.63015 4.52420
C -0.49483 1.13016 5.16052
H 0.28773 7.44120 2.32536
H 2.34147 -0.56457 -1.78196
C 1.70873 -1.30282 -1.33505
C 0.59058 5.43909 2.97658
C -1.11061 -1.02692 4.07328
H 1.63674 -2.85347 -5.03304
C -2.79988 -3.12331 -1.21512
O -1.21891 1.06434 2.92357
C 0.73022 6.47382 2.13598
H -0.56643 -2.35376 -0.37154
H 1.33008 -1.66958 1.08566
C -0.37631 -1.11678 6.35621
H -4.09828 -0.62531 -2.39876
O 0.16949 0.88152 7.41272
C -4.12005 -1.49055 -4.10655
C -0.79403 -1.75607 -4.09434
H 2.40381 2.95102 1.28329
Br -0.87070 -1.44813 -5.90785
O 2.60130 0.11160 0.59366
H -3.60628 -3.50462 -3.62783
C -0.61478 -2.16333 -1.42027
H 3.73225 -3.45088 -4.48981
H -0.94044 -2.84402 5.24602
H -2.45967 -3.03080 1.53857
H 2.23850 -2.22567 -1.15210
O 2.77549 4.89240 -0.50189
C 2.10780 4.95248 0.63874
*
```

The calculated total energy is -217145.41312 eV. As for the largest force on an atom: 2.0 eV Å⁻¹.

Here are the Mulliken charges for atoms 1 to 5, given in e: 0.440, 0.456, 0.742, -2.059, -0.585